# 1
{"formula": "C5H13NO2", "method": "wB97M-V/def2-TZVPD", "max_force_ev_per_a": 2.88, "e_homo_ev": -7.733, "e_above_lowest_kcal_mol": 60.6, "mol_weight_g_mol": 119.164, "lumo_energy_ev": 0.72, "elements": ["C", "C", "C", "C", "C", "N", "H", "H", "H", "H", "H", "H", "H", "H", "H", "O", "H", "H", "O", "H", "H"], "xyz": [[3.319055, -0.536972, -0.134373], [1.902885, -0.927878, 0.296381], [1.044555, -0.086635, 0.959658], [-0.415629, -0.044393, 0.912150], [-0.971052, 1.190741, 1.073963], [-2.293789, 1.684685, 0.903429], [3.394407, -0.241521, -1.195730], [3.987826, -1.416528, -0.070964], [3.758851, 0.299428, 0.562886], [1.455666, -1.851859, -0.111369], [1.530857, 0.880754, 1.230400], [-0.941604, -0.962996, 0.627292], [-0.328474, 2.146866, 1.242501], [-2.468292, 2.584734, 1.294999], [-3.058103, 1.042339, 1.112459], [-3.063733, -1.622056, -0.730121], [-3.110282, -2.510779, -1.129688], [-2.710966, -0.934437, -1.359809], [-0.417791, 0.706182, -2.111345], [0.017117, -0.206249, -2.213401], [-0.631510, 0.806579, -1.159325]], "forces_ev_per_angstrom": [[0.6, 0.2, 1.6], [-1.5, 1.0, 0.2], [2.3, 0.4, -1.7], [-0.1, 0.8, 0.5], [0.0, 2.0, 0.1], [0.4, -1.9, 0.0], [-0.4, 0.2, 0.5], [-0.2, 0.4, 0.2], [-0.9, -1.5, -1.5], [0.5, 0.3, 0.1], [-0.5, -0.7, 0.1], [-0.2, 0.5, 0.2], [-0.5, -2.2, -0.2], [0.1, 0.4, 0.2], [0.4, 0.1, -0.2], [0.4, 0.6, -0.5], [0.2, 1.0, -0.2], [-0.5, -1.5, 0.6], [0.5, -1.9, -0.1], [-0.9, 2.2, 0.5], [0.4, -0.3, -0.6]], "nbo_charge": [-0.644, -0.200, -0.195, -0.373, 0.019, -0.818, 0.221, 0.212, 0.215, 0.184, 0.186, 0.242, 0.191, 0.380, 0.385, -0.973, 0.482, 0.494, -0.964, 0.470, 0.485]}

# 2
{"formula": "C7H15N2", "method": "wB97M-V/def2-TZVPD", "max_force_ev_per_a": 4.14, "e_homo_ev": [-11.670, -11.593], "e_above_lowest_kcal_mol": 109.0, "charge": 1, "mol_weight_g_mol": 127.211, "lumo_energy_ev": [-3.47, -3.43], "elements": ["C", "C", "C", "C", "C", "C", "C", "N", "N", "H", "H", "H", "H", "H", "H", "H", "H", "H", "H", "H", "H", "H", "H", "H"], "xyz": [[-3.088232, -0.415708, -0.456377], [-2.709416, 1.008514, -0.376808], [2.169202, 0.816539, -0.367097], [-1.310686, -0.421254, 0.949630], [1.733436, -0.252326, -1.042936], [2.540140, 0.876761, 1.065020], [1.694928, -1.755226, -0.594336], [-2.434290, -1.039532, 0.510474], [-1.258796, 0.925298, 0.222683], [-3.886830, -0.936651, -1.047160], [1.565156, 0.003796, -2.164413], [-2.670414, 1.453656, -1.299089], [-3.223258, 1.623851, 0.344090], [2.268586, 1.739891, -1.062427], [-0.374375, -0.788826, 1.484119], [2.314368, 1.875463, 1.509173], [3.555570, 0.870445, 1.283963], [2.016670, 0.301166, 1.808938], [1.705211, -1.934050, 0.485137], [2.415672, -2.304972, -1.223048], [0.762538, -2.050260, -1.084912], [-2.420114, -2.020899, 0.779539], [-0.434523, 0.710308, -0.469074], [-0.930542, 1.714017, 0.744910]], "forces_ev_per_angstrom": [[-2.0, -1.2, -0.1], [1.7, -0.8, 1.4], [-0.4, 0.9, -1.6], [0.4, 1.4, 1.6], [0.7, -0.4, -1.2], [-1.6, 2.4, 1.0], [-0.9, 1.8, -2.0], [3.4, 0.1, -0.1], [1.1, -3.5, -1.9], [0.9, 1.0, 0.9], [0.1, -1.1, 1.9], [0.0, 1.4, -2.1], [-0.6, 0.1, 0.4], [-0.1, -1.3, 1.8], [-2.0, 0.3, -0.9], [-0.1, -0.1, -0.7], [2.1, -0.7, 0.0], [-0.2, -1.2, -0.3], [0.2, 0.0, -0.4], [0.2, 0.2, 0.9], [-0.3, -0.6, 0.7], [-0.9, 0.0, -0.4], [-1.5, 0.9, 0.6], [-0.3, 0.5, 0.7]], "nbo_charge": [-0.139, -0.226, -0.215, -0.065, -0.225, -0.688, -0.669, -0.389, -0.568, 0.263, 0.218, 0.240, 0.226, 0.225, 0.260, 0.226, 0.251, 0.215, 0.223, 0.253, 0.214, 0.461, 0.462, 0.446]}

# 3
{"formula": "C54H41Cl5F2N10O2PbS3", "method": "wB97M-V/def2-TZVPD", "max_force_ev_per_a": 0.97, "e_homo_ev": -12.838, "e_above_lowest_kcal_mol": 32.1, "charge": 2, "mol_weight_g_mol": 1380.652, "lumo_energy_ev": -4.96, "elements": ["Pb", "Cl", "C", "C", "C", "Cl", "C", "Cl", "C", "Cl", "C", "Cl", "N", "N", "C", "N", "N", "N", "O", "O", "H", "H", "H", "H", "H", "F", "C", "C", "C", "C", "C", "F", "C", "C", "C", "C", "C", "C", "N", "H", "H", "H", "H", "H", "H", "N", "S", "N", "S", "N", "S", "N", "C", "C", "C", "C", "C", "C", "C", "C", "C", "C", "C", "C", "C", "C", "C", "C", "C", "C", "C", "C", "C", "C", "C", "C", "C", "C", "C", "C", "C", "C", "C", "C", "C", "C", "C", "C", "H", "H", "H", "H", "H", "H", "H", "H", "H", "H", "H", "H", "H", "H", "H", "H", "H", "H", "H", "H", "H", "H", "H", "H", "H", "H", "H", "H", "H", "H"], "xyz": [[-1.068471, -1.718453, 0.642910], [1.672828, -2.233374, -1.605913], [0.988862, -3.679043, -0.964369], [-0.137937, -3.610478, -0.165681], [-0.705800, -4.805069, 0.279141], [-2.164502, -4.774303, 1.188507], [-0.129064, -6.037161, -0.031857], [-0.828562, -7.489252, 0.542408], [1.021529, -6.079429, -0.816604], [1.730730, -7.582628, -1.217368], [1.580885, -4.896949, -1.292775], [2.985503, -4.943960, -2.281074], [-4.128211, 1.679838, 0.294501], [-5.210003, 1.162942, -0.455455], [-5.223304, -0.058485, -0.981025], [-6.314059, -0.431346, -1.655851], [-4.108243, -0.779694, -0.725711], [-3.847729, -1.886031, -1.418036], [-4.556136, -2.326823, -2.322760], [-2.795092, -2.509167, -1.130524], [-3.813619, 2.508042, -0.199723], [-3.378367, 0.996776, 0.216515], [-6.076965, 1.659006, -0.342925], [-7.073886, 0.208793, -1.809645], [-6.302920, -1.332984, -2.099136], [0.627380, -2.480622, 5.542459], [-0.509349, -2.252552, 4.868422], [-0.451613, -2.145697, 3.493775], [-1.628310, -1.897109, 2.802242], [-2.865271, -1.806599, 3.435108], [-2.831265, -1.904797, 4.827182], [-3.984255, -1.833510, 5.502967], [-1.685830, -2.117886, 5.564439], [-4.194707, -1.800841, 2.758849], [-5.216564, -0.938142, 3.140698], [-6.470472, -1.113366, 2.581539], [-6.664897, -2.134523, 1.663821], [-5.578237, -2.922259, 1.319563], [-4.365241, -2.760657, 1.848642], [0.506280, -2.244442, 3.002266], [-1.723225, -2.203167, 6.642041], [-5.039421, -0.167721, 3.879504], [-7.295944, -0.479000, 2.880451], [-7.638765, -2.322930, 1.231136], [-5.681672, -3.731795, 0.603267], [0.782836, -0.676987, 1.250208], [2.148852, -0.187843, 1.288804], [2.804884, 0.424258, -0.085399], [2.203955, 1.632897, -0.823908], [0.683844, 1.803027, -1.024470], [-0.575418, 0.900483, -1.503532], [-1.322857, 0.093945, -0.524175], [-0.145296, 0.135063, -3.048627], [0.479829, 0.905978, -4.023316], [0.749407, 0.329491, -5.251808], [0.374060, -0.989226, -5.495229], [-0.282183, -1.730637, -4.521508], [-0.548874, -1.169066, -3.281772], [-1.664023, 2.198042, -2.055022], [-2.768463, 1.781227, -2.791251], [-3.668996, 2.730917, -3.241202], [-3.467854, 4.076128, -2.948561], [-2.366213, 4.474304, -2.206140], [-1.447445, 3.532801, -1.759240], [2.681766, 3.156773, -0.057924], [1.752220, 3.952665, 0.592688], [2.201143, 5.098592, 1.233523], [3.550205, 5.427385, 1.212193], [4.470019, 4.604668, 0.570378], [4.041255, 3.453466, -0.063492], [3.068380, 1.633199, -2.360423], [3.033807, 2.805358, -3.108787], [3.663020, 2.818443, -4.340662], [4.313010, 1.677027, -4.802406], [4.336572, 0.518283, -4.039541], [3.713659, 0.488469, -2.800430], [3.406537, -1.359350, 1.705322], [3.393385, -1.798935, 3.026510], [4.253929, -2.818153, 3.397321], [5.108474, -3.381352, 2.455060], [5.112908, -2.926540, 1.142997], [4.258701, -1.905225, 0.755447], [2.339262, 1.081426, 2.519776], [1.187609, 1.493454, 3.172044], [1.292006, 2.473537, 4.148389], [2.533232, 3.019164, 4.451072], [3.679888, 2.589432, 3.788359], [3.590912, 1.609313, 2.814318], [0.733762, 1.940515, -3.828438], [1.240682, 0.909454, -6.022658], [0.581335, -1.438203, -6.459088], [-0.594241, -2.746915, -4.728308], [-1.063847, -1.734562, -2.513915], [-2.918260, 0.729960, -3.013300], [-4.521189, 2.422010, -3.833197], [-4.170894, 4.815623, -3.308903], [-2.212264, 5.521495, -1.980436], [-0.571830, 3.833248, -1.203284], [0.709744, 3.667506, 0.607244], [1.494607, 5.732285, 1.754958], [3.888752, 6.330883, 1.703731], [5.522474, 4.857704, 0.572219], [4.745148, 2.799304, -0.566445], [2.523575, 3.687080, -2.736896], [3.654906, 3.721614, -4.935905], [4.814531, 1.699650, -5.761942], [4.848933, -0.364357, -4.399354], [3.736281, -0.400101, -2.184103], [2.718128, -1.355638, 3.751375], [4.253809, -3.173048, 4.419933], [5.779653, -4.179183, 2.748198], [5.783243, -3.368378, 0.416604], [4.253884, -1.538196, -0.260187], [0.243967, 1.026116, 2.914006], [0.411256, 2.801201, 4.686455], [2.614466, 3.781814, 5.215529], [4.644575, 3.009968, 4.045226], [4.476783, 1.252095, 2.299372]], "forces_ev_per_angstrom": [[0.1, -0.5, -0.1], [0.3, 0.1, 0.1], [0.0, 0.0, 0.0], [-0.4, 0.1, 0.2], [0.1, 0.0, -0.1], [0.1, 0.1, 0.0], [-0.1, 0.0, 0.0], [0.0, 0.0, 0.0], [0.0, -0.1, 0.0], [0.0, 0.0, 0.0], [0.0, 0.1, 0.0], [0.0, 0.0, 0.0], [-0.2, 0.0, 0.1], [0.1, 0.1, 0.1], [0.1, -0.2, -0.2], [0.2, -0.2, 0.1], [0.2, -0.1, 0.0], [-0.2, -0.7, -0.6], [-0.1, 0.5, 0.4], [-0.2, 0.8, 0.5], [0.1, 0.1, -0.1], [0.1, -0.1, 0.1], [-0.1, 0.0, 0.1], [0.0, 0.0, 0.0], [0.0, -0.1, -0.1], [0.0, 0.0, 0.0], [0.1, 0.0, 0.0], [-0.1, 0.0, 0.0], [0.1, 0.1, -0.4], [0.0, 0.0, -0.1], [0.0, 0.0, 0.0], [0.0, 0.0, 0.0], [0.0, 0.0, 0.2], [0.0, -0.1, -0.1], [0.0, 0.1, 0.0], [0.0, 0.0, 0.0], [0.0, 0.0, -0.1], [0.1, 0.1, 0.0], [-0.1, 0.1, 0.0], [0.0, 0.0, 0.0], [0.0, 0.0, 0.0], [0.0, 0.0, 0.0], [0.0, 0.0, 0.0], [0.0, 0.0, 0.0], [0.0, 0.0, 0.0], [0.3, 0.1, 0.1], [-0.3, 0.0, 0.1], [0.1, -0.1, 0.0], [-0.1, 0.0, -0.1], [-0.1, 0.1, 0.0], [-0.2, 0.1, 0.2], [-0.1, -0.4, -0.1], [0.0, 0.1, 0.1], [-0.1, 0.0, 0.0], [0.0, 0.0, 0.0], [0.0, 0.0, 0.0], [0.0, 0.0, -0.1], [-0.1, 0.1, 0.0], [0.1, 0.0, -0.1], [0.0, 0.0, 0.0], [0.0, 0.0, 0.0], [0.0, 0.0, 0.0], [0.0, 0.0, 0.0], [0.0, 0.0, 0.0], [0.0, 0.0, 0.0], [0.0, -0.1, 0.0], [0.0, 0.0, 0.0], [0.0, 0.0, 0.0], [0.0, 0.0, 0.1], [0.0, -0.1, -0.1], [0.1, 0.0, 0.0], [0.0, -0.1, 0.0], [0.0, 0.0, 0.0], [0.0, 0.0, 0.0], [0.0, 0.0, 0.0], [0.0, 0.0, 0.0], [0.1, 0.0, 0.0], [-0.1, -0.1, -0.1], [0.0, 0.0, 0.0], [0.0, 0.0, 0.0], [0.0, 0.0, 0.0], [0.0, 0.0, 0.1], [0.0, 0.0, 0.0], [0.0, -0.1, 0.0], [0.1, 0.1, 0.1], [0.0, 0.0, 0.0], [0.0, 0.0, 0.0], [0.0, 0.0, 0.0], [-0.1, -0.1, 0.0], [0.0, 0.0, 0.0], [0.0, 0.0, 0.0], [0.0, 0.0, 0.0], [0.0, 0.0, -0.1], [0.0, 0.0, 0.0], [0.0, 0.0, 0.0], [0.0, 0.0, 0.0], [0.0, 0.0, 0.0], [0.0, 0.0, 0.0], [0.0, 0.0, 0.0], [0.0, 0.0, 0.0], [0.0, 0.0, 0.0], [0.0, 0.0, 0.0], [0.0, 0.1, 0.0], [0.0, 0.0, 0.0], [0.0, 0.0, 0.0], [0.0, 0.0, 0.0], [0.0, 0.0, 0.0], [0.0, 0.0, 0.0], [0.0, 0.0, 0.0], [0.0, 0.0, 0.0], [0.0, 0.0, 0.0], [0.0, 0.0, 0.0], [0.0, 0.0, 0.0], [0.0, 0.1, 0.0], [0.0, 0.0, 0.0], [0.0, 0.0, 0.0], [0.0, 0.0, 0.0], [0.0, 0.0, 0.0]], "lowdin_charge": [1.372, 0.795, -0.661, -0.288, -0.690, 0.766, -0.696, 0.736, -0.694, 0.739, -0.695, 0.709, 0.090, 0.016, -0.396, 0.218, 0.137, -0.399, 0.056, -0.118, 0.071, 0.031, 0.156, 0.127, 0.099, 0.087, -0.257, -0.078, -0.205, -0.125, -0.205, 0.102, 0.100, -0.247, -0.007, -0.049, -0.060, -0.136, 0.092, 0.083, 0.147, 0.124, 0.115, 0.109, 0.117, -0.377, 0.769, -0.360, 0.895, -0.353, 0.795, -0.362, -0.343, -0.068, -0.044, -0.035, -0.045, -0.127, -0.313, -0.075, -0.057, -0.052, -0.051, -0.056, -0.322, -0.059, -0.043, -0.040, -0.041, -0.062, -0.335, -0.077, -0.041, -0.038, -0.036, -0.053, -0.314, -0.063, -0.042, -0.043, -0.048, -0.072, -0.330, -0.059, -0.051, -0.050, -0.050, -0.062, 0.109, 0.117, 0.119, 0.125, 0.075, 0.119, 0.117, 0.117, 0.117, 0.088, 0.103, 0.120, 0.120, 0.122, 0.130, 0.130, 0.122, 0.121, 0.122, 0.072, 0.116, 0.120, 0.118, 0.117, 0.077, 0.106, 0.116, 0.117, 0.119, 0.128]}